Computed, not measured: 9 unconnected molecules or ions with the total composition C36H99N9O9 at a distorted geometry, with the ωB97M-V functional and the def2-TZVPD basis.

Geometry as XYZ:
```
153
Properties=species:S:1:pos:R:3:lowdin_spin:R:1
H 8.0124 -6.0267 3.3006 0.000
C -1.8202 4.7892 -0.7862 0.001
H -0.6083 -4.4535 -4.8580 0.000
N 1.7589 -0.8576 5.0744 0.002
H 4.0871 -4.4035 1.0660 0.000
H -1.8377 1.7303 0.0795 0.006
C 3.4862 -0.0813 3.6430 0.000
H -1.8937 8.7141 2.4087 0.000
C -5.0088 0.9236 1.1700 0.000
H -6.7462 -5.2497 -0.4883 0.000
C -3.3556 -0.5571 2.0707 0.002
H 1.0289 -0.0053 -4.4518 0.000
H -4.4918 -5.8033 0.7007 0.000
C 5.6098 3.5848 1.5491 0.001
H 5.8795 1.1568 4.3608 0.000
H -0.1618 8.6358 0.6212 0.000
H -9.0226 -3.0686 -0.9425 0.000
H 3.4123 -2.8002 1.6418 0.000
H -2.0789 7.4022 3.5054 0.000
H -4.4985 2.3841 -5.5359 0.000
H -0.6996 -4.1366 -1.3020 0.000
O -3.5979 0.7073 1.5029 0.000
H -0.9060 -0.1155 0.7536 0.024
H 8.9469 -4.5539 3.4347 0.000
H -3.7199 3.0395 1.2500 0.000
N 1.4259 3.3396 -0.1695 0.282
C 2.7334 -3.4499 -4.5150 0.000
H 3.9617 -0.2911 2.6849 0.000
H 6.6711 -4.6796 5.9072 0.000
H 1.2464 -4.2090 -7.2547 0.000
O 4.5827 2.5815 1.8094 0.002
H 1.3397 0.3697 -0.4897 0.001
H -1.9560 -0.6284 -2.1202 0.000
H 4.0118 2.3708 -0.1249 0.000
H 1.5210 -0.2314 1.7388 0.000
C -4.5989 2.3064 -0.9350 0.001
C 1.0964 -0.3993 2.7285 0.002
H -2.4189 0.9946 -5.4836 0.001
H 0.8642 -1.3138 5.1815 0.000
N 0.3416 7.9291 1.1382 0.000
C -0.5477 1.5272 -4.6984 0.020
O -0.9119 5.4689 0.0292 0.000
H -2.5291 4.2297 -0.1758 0.000
H -0.3723 1.7893 -2.7529 0.004
H 3.2406 0.9804 3.6672 0.000
H -2.9435 -0.2129 -0.7175 0.000
H 6.3922 -0.2300 5.1839 0.000
H 8.4812 -5.3316 4.8870 0.000
H 7.1810 -3.2361 4.0881 0.000
H 3.5570 -3.2596 -5.2031 0.000
C -2.0679 1.5575 -4.6187 0.016
H -4.0126 -4.7129 -1.3110 0.000
C 0.2302 -3.8851 -4.4557 0.000
H -5.0228 1.5681 -1.6156 0.000
H 5.0682 4.5297 1.5911 0.001
C -4.1167 -3.8931 -0.6002 0.000
H -1.6467 -4.7380 -2.6795 0.000
H 5.6778 -5.2797 2.4252 0.000
H -0.2037 6.2256 2.2764 0.000
H 1.9130 -2.2543 -2.0361 0.000
H 2.3362 -1.9940 3.4426 0.000
O 4.9688 -3.3499 2.6248 0.000
H -0.3305 -0.6244 -5.4500 0.000
H -3.1517 -3.7864 -0.1047 0.000
N -4.8026 -5.0420 1.2871 0.000
H -3.5139 2.2025 -0.9319 0.001
H 6.0638 -5.8157 4.9734 0.000
H 6.3804 3.4401 2.3063 0.000
H -3.6246 -0.5441 3.1269 0.000
H -0.3511 2.0944 -0.1657 0.010
H -4.9333 3.2971 -1.2429 0.000
H -1.2890 4.0568 -1.3941 0.001
H 0.2618 -1.1004 2.7299 0.000
H -6.3187 2.4486 0.3033 0.000
H 6.0321 -0.4553 3.4601 0.000
C 3.5416 2.4790 0.8526 0.003
H -7.4385 -4.1844 0.7629 0.000
C -0.6469 7.1061 1.8112 0.000
H 2.5174 -2.5016 -4.0230 0.000
H -0.4882 3.0497 -3.6326 0.003
C -5.2489 2.2664 0.4054 0.000
C -0.8538 0.1100 -0.3115 0.048
H -2.0826 -1.6841 -0.7064 0.001
C 1.9953 -2.2757 -0.9494 0.000
C 6.7971 -4.2495 3.9714 0.000
H -8.3227 -2.7159 -2.4627 0.000
N 1.3439 -3.5027 -6.5393 0.000
H -2.4129 0.9529 -3.7799 0.000
H -4.1245 -2.9763 -1.1897 0.000
H -8.4370 -4.4532 -1.9272 0.000
H -1.9768 7.2931 0.1046 0.000
H 1.0840 4.5443 2.2211 0.000
H -2.3200 5.4210 -1.5204 0.000
C 0.5393 -0.3050 -0.7938 0.003
C -0.0399 0.0617 -4.6544 0.001
H 1.6553 -5.1231 -5.4680 0.000
N 6.0597 -4.8157 5.1149 0.000
C -6.7159 -4.2520 -0.0504 0.000
C 1.4698 -4.0648 -5.2848 0.000
H -5.3234 -3.1218 1.1279 0.000
H 0.8505 4.1554 -0.3229 0.006
H 2.9347 -1.7615 -0.7464 0.000
H -4.1927 2.6360 -3.7761 0.000
H -5.6659 0.7347 2.0190 0.000
C -1.6230 6.4959 0.7584 0.000
C 8.1233 -5.1109 3.8814 0.000
H 1.8194 3.1478 -1.0797 0.006
C -0.8282 -4.0821 -2.3830 0.000
H 2.4360 3.7030 2.9909 0.000
H 4.9160 -2.9224 0.6050 0.000
C 6.0687 -4.2809 2.6192 0.000
C -3.9625 2.9687 -4.7882 0.001
O -6.9774 -3.2765 -1.0400 0.000
O -2.5523 2.9002 -4.8352 0.001
C 4.2965 -3.3798 1.3764 0.000
C -1.3371 7.9086 2.8878 0.000
C -8.2556 -3.4195 -1.6329 0.000
H 6.7501 -4.0963 1.7887 0.000
O 0.8405 -1.6932 -0.3264 0.003
N -1.0898 1.5380 -0.5716 0.326
H 3.1987 -4.0105 -3.7041 0.000
H 2.2676 -3.1327 -6.7121 0.000
C 2.4597 3.6006 0.8575 0.036
C 5.7398 0.0758 4.3660 0.000
H -1.2504 -3.0851 -2.5084 0.000
H -2.5758 6.1699 1.1756 0.000
H 1.9830 -3.3160 -0.6244 0.000
O 4.4360 -0.3781 4.6793 0.000
C 1.7420 3.6782 2.1507 0.005
H -3.8310 -1.3841 1.5433 0.000
H 3.0718 1.5340 1.1254 0.001
H -0.4999 -0.3851 -3.7731 0.000
C -5.2329 -3.9788 0.4604 0.000
H -5.4701 0.1985 0.4996 0.000
H -3.9387 -4.7593 1.7274 0.000
H -2.2987 -0.8010 2.1784 0.001
H 0.5358 -0.3846 -1.8809 0.002
H -0.2800 2.0284 -5.6286 0.006
H -4.2120 4.0292 -4.8219 0.000
H 0.7309 0.5494 3.1217 0.000
H 1.3604 0.0704 5.0633 0.000
N 0.0324 2.1853 -3.5892 0.123
C 2.2007 -0.9371 3.6721 0.001
H 1.1465 2.7912 2.3667 0.000
H 0.0136 -2.8235 -4.5745 0.000
H -0.6214 8.3982 3.5482 0.000
N -4.6713 3.3595 1.1376 0.000
H 2.8688 4.5596 0.5396 0.020
H 6.0324 3.5724 0.5444 0.000
H 0.9191 7.4333 0.4743 0.000
O 0.3838 -4.2653 -3.0559 0.000
H -5.0596 3.5161 2.0568 0.000
C -1.9942 -0.6474 -1.0311 0.024
```

Results
**Net charge**: +1
**Lowest unoccupied orbital energy (alpha / beta)**: -1.676 / -8.073 eV
**Spin multiplicity**: 2
**Frontier orbital gap (alpha / beta)**: 8.73 / 2.33 eV
**E_HOMO (alpha / beta)**: -10.40 / -10.40 eV
**Energy relative to the best compared isomer or geometry (same formula, charge and spin)**: 104.4 kJ/mol
**M**: 802.2 g mol⁻¹